1.
A structure of composition C28H28Cl9N6O4V in a non-equilibrium geometry. Source: the OMol25 dataset; level of theory: the ωB97M-V functional and the def2-TZVPD basis.

E_HOMO (spin up / spin down): -11.42 / -11.42 eV
Energy relative to the best compared isomer or geometry (same formula, charge and spin): 2.040 eV
<S²>: 0.80
Kohn-Sham gap (spin up / spin down): 5.54 / 5.99 eV
Max |F|: 7.3 eV Å⁻¹

The geometry in ORCA input format:
```
! wB97M-V def2-TZVPD RIJCOSX def2/J DEFGRID3
* xyz 1 2
O -1.83292 -2.03391 1.42655
V -1.38544 -2.36512 -0.03828
N 0.32754 0.50278 -0.52295
O 0.69555 1.33085 0.28049
O -0.50671 -0.32592 -0.24062
O 0.76386 0.48343 -1.65009
N -0.86794 -2.67545 -2.21095
C -0.60993 -3.86793 -2.79525
C -0.51657 -4.12361 -4.13627
C -0.71093 -3.06725 -5.00046
C -0.89650 -1.78489 -4.47555
C -0.99465 -1.65389 -3.08239
H -0.53185 -4.71483 -2.12961
H -0.29863 -5.10062 -4.54167
H -0.74621 -3.20224 -6.07141
H -0.99104 -0.88266 -5.06159
H -1.23156 -0.66444 -2.72007
N -4.56096 1.80395 2.11185
C -4.32822 0.73848 2.96330
C -3.08545 0.35352 3.38678
C -1.98691 1.00404 2.86898
C -2.19237 2.14852 2.11001
C -3.46840 2.50574 1.67944
H -5.19947 0.14816 3.20592
H -3.00129 -0.52539 4.00873
H -1.01273 0.69031 3.21386
H -1.31779 2.64572 1.71720
H -3.62019 3.33787 1.00794
N 4.36408 -0.46661 0.69993
C 5.35153 -1.36267 0.95278
C 6.20421 -1.93816 0.01978
C 6.09121 -1.47447 -1.31509
C 5.07399 -0.59506 -1.61599
C 4.27781 -0.06389 -0.60786
H 5.37525 -1.62249 2.00079
H 6.91487 -2.71938 0.24569
H 6.66607 -1.92850 -2.10869
H 4.84022 -0.27751 -2.62143
H 3.47050 0.58514 -0.91350
N -3.34194 -1.63969 -0.79364
C -3.69870 -0.36728 -0.43004
C -4.91589 0.29451 -0.67648
C -5.89407 -0.42133 -1.39512
C -5.64446 -1.79552 -1.68642
C -4.34915 -2.28030 -1.47080
H -2.92365 0.21684 0.04378
H -5.05488 1.34662 -0.47612
H -6.80003 -0.00039 -1.80554
H -6.32466 -2.39681 -2.27138
H -4.10712 -3.29742 -1.74152
N 0.51135 -1.41412 3.31885
C 1.66361 -0.78781 2.93335
C 2.49175 -0.12434 3.88436
C 2.12155 -0.21449 5.24159
C 0.92407 -0.89686 5.61174
C 0.13154 -1.39170 4.60388
H 1.99031 -0.76706 1.90416
H 3.43815 0.28233 3.55981
H 2.77852 0.12475 6.02880
H 0.68121 -1.00462 6.65854
H -0.76871 -1.92392 4.87350
C 2.21698 3.36635 2.22338
Cl 1.76574 4.75179 1.27489
Cl 1.08817 3.18782 3.57376
Cl 3.75131 3.56489 2.96710
H 2.28948 2.47613 1.59860
C 3.00088 3.30193 -1.97625
Cl 2.77951 4.82054 -2.85305
Cl 4.28670 3.54246 -0.75817
Cl 3.38161 1.96180 -3.08716
H 2.06262 3.08277 -1.46661
C -0.72716 3.07667 -3.44835
Cl -1.33673 4.61193 -2.61883
Cl -0.09943 3.36363 -5.09188
Cl -2.00795 1.83990 -3.39995
H 0.11714 2.66810 -2.89308
*
```

---

2.
An isolated molecule of C5H6O2. Source: the OMol25 dataset; level of theory: the ωB97M-V functional and the def2-TZVPD basis.

E_HOMO: -10.14 eV
Energy relative to the best compared isomer or geometry (same formula, charge and spin): 2.316 eV
Kohn-Sham gap: 10.21 eV
Max |F|: 0.6 eV Å⁻¹

The geometry in ORCA input format:
```
! wB97M-V def2-TZVPD RIJCOSX def2/J DEFGRID3
* xyz 0 1
C 1.79729 0.37399 0.68394
C 0.34179 0.00591 0.51319
O -0.44093 0.84556 1.34439
C -0.14770 0.17268 -0.92995
O 0.51090 0.60688 -1.84456
C -1.54067 -0.26963 -1.07784
C -2.64910 -0.74318 -1.03750
H 2.14864 0.04900 1.66676
H 1.92003 1.45673 0.60437
H 2.40306 -0.10323 -0.09040
H 0.18173 -1.05313 0.77695
H -1.36882 0.58738 1.24814
H -3.63187 -1.16289 -1.03547
*
```

---

3.
A cluster of 2 separate species, C5H11N in total in a non-equilibrium geometry. Source: the OMol25 dataset; level of theory: the ωB97M-V functional and the def2-TZVPD basis.

E_HOMO: -9.57 eV
Energy relative to the best compared isomer or geometry (same formula, charge and spin): 2.542 eV
Kohn-Sham gap: 10.57 eV
Max |F|: 2.1 eV Å⁻¹

The geometry in ORCA input format:
```
! wB97M-V def2-TZVPD RIJCOSX def2/J DEFGRID3
* xyz 0 1
C -2.00498 -0.37377 0.35231
C -3.24722 -1.02755 0.88885
C -3.92361 -2.05269 0.37349
H -2.33389 0.41836 -0.34620
H -1.60983 0.27953 1.12842
H -1.20639 -0.99031 -0.04610
H -3.46122 -0.82457 1.94202
H -4.70736 -2.46252 0.99220
H -3.61358 -2.62954 -0.48729
C 2.78542 1.36656 -1.47526
C 3.98398 0.83800 0.44921
N 3.31919 0.38723 -0.53558
H 2.07288 2.08516 -1.00496
H 2.10704 0.91398 -2.19444
H 3.57690 2.04392 -1.80111
H 4.36957 0.11660 1.16149
H 3.89310 1.91160 0.60293
*
```

---

4.
A structure of composition C31H49BrN2OP2W in a non-equilibrium geometry. Source: the OMol25 dataset; level of theory: the ωB97M-V functional and the def2-TZVPD basis.

E_HOMO (spin up / spin down): -18.25 / -18.25 eV
<S²>: 2.07
Kohn-Sham gap (spin up / spin down): 5.05 / 4.05 eV
Max |F|: 4.0 eV Å⁻¹

The geometry in ORCA input format:
```
! wB97M-V def2-TZVPD RIJCOSX def2/J DEFGRID3
* xyz 4 3
C 4.61819 -2.55926 -2.56941
C 3.61960 -2.25372 -3.53229
C 3.92832 -2.57705 -4.86534
C 5.22851 -2.98411 -5.20644
N 6.16349 -3.15911 -4.27610
C 5.89666 -2.95478 -2.98577
C 2.43480 -1.54717 -3.05957
C 2.24714 -0.80701 -2.02725
C 2.21321 0.00105 -0.82800
C 2.08214 -0.36119 0.53762
C 1.90405 0.65949 1.46145
C 1.54824 1.96435 1.00869
C 1.56717 2.31274 -0.35668
C 1.85083 1.32679 -1.30531
W 0.26482 -0.29855 -1.80522
P -1.20201 -1.79249 1.14326
H 3.17995 -2.48152 -5.65501
H 4.43242 -2.46258 -1.50964
H 5.53059 -3.16306 -6.24418
H 6.70399 -3.10230 -2.26852
H 2.41152 1.60757 -2.21021
H 2.20499 -1.42659 0.83559
H 1.36852 3.33532 -0.66866
H 2.05203 0.53353 2.54545
C -2.91141 -1.23963 1.58655
C -4.11382 -2.08300 1.17204
H -2.98813 -0.21762 1.18524
H -2.89787 -1.13766 2.68482
H -5.01005 -1.64420 1.63167
H -4.28298 -2.09677 0.08755
H -4.04909 -3.11750 1.53129
C -1.39106 -2.67968 -0.43135
C -1.25423 -4.19657 -0.36102
H -0.56926 -2.30011 -1.11095
H -2.35865 -2.39805 -0.87306
H -1.14068 -4.57608 -1.38122
H -0.36097 -4.50423 0.19607
H -2.11444 -4.71459 0.05724
C -0.92158 -3.06571 2.49170
C -2.06654 -3.98887 2.90912
H -0.61536 -2.45738 3.36326
H -0.03737 -3.64907 2.19241
H -1.69325 -4.71644 3.64139
H -2.87943 -3.43284 3.39609
H -2.47884 -4.57194 2.07514
Br -0.89841 1.44864 0.59727
P -1.45419 1.08902 -2.42897
C -2.89160 0.00256 -2.55943
C -4.18183 0.58939 -3.13664
H -3.00988 -0.22108 -1.48418
H -2.62221 -0.93131 -3.08546
H -4.96695 -0.17578 -3.09008
H -4.53132 1.45958 -2.56139
H -4.07200 0.88197 -4.18763
C -2.04727 2.77886 -2.12054
C -2.40017 3.68274 -3.30200
H -1.24888 3.22267 -1.50390
H -2.91760 2.67576 -1.44648
H -2.69395 4.68775 -2.94028
H -1.54819 3.81848 -3.97377
H -3.23798 3.29040 -3.88958
C -0.17110 0.66146 -3.61783
C 0.01526 0.96619 -5.06848
H 0.01099 -0.54119 -3.51088
H 0.73092 1.04863 -2.98947
H 1.09370 0.97286 -5.25021
H -0.43463 0.20727 -5.72506
H -0.39426 1.94682 -5.35138
O 1.46325 3.07266 1.88065
C 0.95867 2.99449 3.10192
C 0.12484 1.90559 3.62753
C 0.92221 1.14807 4.66813
C 0.88912 1.84948 6.03080
C 1.61532 3.18810 6.05966
C 0.90578 4.25826 5.22389
N 1.20275 4.09973 3.79821
H -0.79173 2.38852 4.01128
H -0.15590 1.24217 2.80357
H 0.49392 0.13746 4.74887
H 1.96522 1.03176 4.34418
H -0.16207 2.00674 6.32362
H 1.33540 1.15906 6.75913
H 1.62727 3.54036 7.10079
H 2.66575 3.08761 5.75176
H -0.17516 4.18169 5.40603
H 1.25312 5.25890 5.50210
H 1.61962 4.86526 3.28183
*
```

---

5.
A cluster of 12 separate species, C43H70N12O5 in total in a non-equilibrium geometry. Source: the OMol25 dataset; level of theory: the ωB97M-V functional and the def2-TZVPD basis.

E_HOMO: -7.69 eV
Energy relative to the best compared isomer or geometry (same formula, charge and spin): 3.368 eV
Kohn-Sham gap: 8.19 eV
Max |F|: 3.4 eV Å⁻¹

The geometry in ORCA input format:
```
! wB97M-V def2-TZVPD RIJCOSX def2/J DEFGRID3
* xyz 0 1
C 4.03820 0.56542 1.27551
O 4.75206 -0.35384 1.61542
N 4.08260 1.82178 1.83461
C 3.26137 2.92827 1.43389
C 4.90370 2.07902 2.93220
H 3.27473 0.47552 0.42369
H 2.55859 3.19777 2.21073
H 2.78184 2.68076 0.50847
H 3.80081 3.85519 1.18732
H 5.31698 1.22979 3.44594
H 5.78462 2.64319 2.64644
H 4.34082 2.64670 3.67107
C 0.39605 1.26637 4.36457
O -0.71920 1.54522 3.96505
N 1.08953 0.19165 4.11235
C 2.35519 -0.10670 4.81999
C 0.63956 -0.91688 3.31104
H 1.07004 1.95586 4.85786
H 2.14998 -0.76966 5.66686
H 2.68860 0.83781 5.25686
H 3.12078 -0.47556 4.12324
H 1.38744 -1.18813 2.56053
H 0.63014 -1.77077 3.99289
H -0.32611 -0.66464 2.87861
C -1.57673 -4.26653 -1.99235
O -1.80534 -3.25057 -1.36660
N -1.82877 -4.52698 -3.27304
C -1.29998 -5.71119 -3.93562
C -2.45915 -3.48253 -4.08998
H -1.05040 -5.04391 -1.46738
H -0.74417 -5.49860 -4.84478
H -2.10012 -6.36436 -4.20909
H -0.59951 -6.21146 -3.21340
H -3.55420 -3.62790 -4.00947
H -2.15643 -2.50820 -3.60892
H -2.16315 -3.51712 -5.16078
C 1.62332 5.60621 0.45726
O 0.89155 4.66194 0.26515
N 2.66565 6.01541 -0.28088
C 3.56331 7.05950 0.15428
C 3.10978 5.24539 -1.41373
H 1.48469 6.43594 1.23398
H 3.08996 7.49257 1.03418
H 3.60943 7.84435 -0.64515
H 4.55024 6.67703 0.38611
H 2.30005 4.46184 -1.63361
H 3.31307 5.73245 -2.37392
H 4.03341 4.70432 -1.07820
C 0.12459 -0.87427 -0.22946
O 1.31493 -0.76991 -0.53753
N -0.57279 0.12311 0.33444
C -1.97721 -0.13800 0.83788
C 0.13640 1.30655 0.76915
H -0.41234 -1.76390 -0.49852
H -2.03807 0.14082 1.88526
H -2.21622 -1.18202 0.74320
H -2.72424 0.45847 0.23365
H 0.66786 1.74679 -0.07907
H -0.59680 1.96038 1.19115
H 0.89396 1.04392 1.48168
N 5.29230 1.20867 -1.52413
C 4.07472 1.66692 -1.98754
C 4.33501 2.57298 -3.03663
C 5.69483 2.63175 -3.20921
C 6.32387 1.81271 -2.26383
H 5.44855 0.48658 -0.81261
H 3.21204 1.33406 -1.46550
H 3.68966 3.18591 -3.63395
H 6.19709 3.34207 -3.86971
H 7.35859 1.71617 -2.04588
N -4.37859 -3.31542 0.06873
C -5.27405 -4.31769 0.36592
C -6.43801 -3.73795 0.80561
C -6.25234 -2.36607 0.75535
C -4.96721 -2.10918 0.30340
H -3.41878 -3.45243 -0.26685
H -5.06313 -5.37832 0.28769
H -7.31183 -4.27600 1.17807
H -6.98906 -1.61317 1.01754
H -4.47296 -1.19985 0.15810
N -3.40320 3.24425 0.09193
C -3.07489 3.24047 1.40172
C -3.96485 2.44685 2.08609
C -4.88159 1.88286 1.14326
C -4.53765 2.43216 -0.06747
H -2.91997 3.70574 -0.68655
H -2.21800 3.83105 1.71945
H -4.08727 2.35567 3.16261
H -5.70568 1.24548 1.27483
H -4.99437 2.29452 -1.04777
N 1.81474 -1.35391 -3.40865
C 2.53379 -1.10851 -4.61022
C 2.08272 -2.05873 -5.49456
C 1.19814 -2.92243 -4.85577
C 1.03013 -2.48398 -3.60578
H 1.97214 -0.97233 -2.48665
H 3.31813 -0.37117 -4.49891
H 2.33026 -2.12092 -6.57248
H 0.70168 -3.78588 -5.26550
H 0.54204 -2.98420 -2.79348
N -1.62143 2.64784 -3.12947
C -2.71548 3.34010 -3.47688
C -2.57391 4.64555 -3.02680
C -1.26797 4.70243 -2.43392
C -0.73824 3.43128 -2.50220
H -1.48320 1.67885 -3.39321
H -3.61141 2.92476 -3.91755
H -3.23118 5.52504 -3.07746
H -0.86148 5.60699 -2.05184
H 0.22443 3.03668 -2.26146
N -4.78447 -2.59538 3.53240
C -4.07314 -3.33058 4.45171
C -3.35657 -2.48450 5.21968
C -3.62488 -1.18105 4.72164
C -4.56291 -1.30811 3.75573
H -5.38491 -2.93275 2.80450
H -4.05813 -4.41336 4.43430
H -2.69916 -2.81268 6.03900
H -3.18416 -0.21572 4.93981
H -5.05920 -0.66239 3.05899
N 2.10371 -6.12520 1.22751
C 1.07212 -5.37698 1.68048
C 0.62197 -4.60096 0.61193
C 1.39187 -4.94582 -0.52339
C 2.30685 -5.89430 -0.16261
H 2.48010 -6.91291 1.75963
H 0.78683 -5.47393 2.71803
H -0.10960 -3.86488 0.70245
H 1.26585 -4.38683 -1.45717
H 3.07581 -6.38365 -0.71552
*
```

---

6.
An isolated molecule of C5H11NO in a non-equilibrium geometry. Source: the OMol25 dataset; level of theory: the ωB97M-V functional and the def2-TZVPD basis.

E_HOMO: -9.73 eV
Energy relative to the best compared isomer or geometry (same formula, charge and spin): 0.627 eV
Kohn-Sham gap: 10.61 eV
Max |F|: 1.0 eV Å⁻¹

The geometry in ORCA input format:
```
! wB97M-V def2-TZVPD RIJCOSX def2/J DEFGRID3
* xyz 0 1
C -1.84499 -0.72916 -0.58295
C -0.92928 0.52952 -0.66849
C 0.42848 0.60787 0.15310
C 0.40756 1.22386 1.55691
N 1.13633 -0.66788 0.21805
C 1.72405 -1.23105 -0.86566
O 1.84466 -0.70331 -1.95210
H -1.33586 -1.62697 -0.92963
H -2.16413 -0.89010 0.45072
H -2.80698 -0.71899 -1.14026
H -0.60592 0.76078 -1.70179
H -1.55831 1.34559 -0.30336
H 1.05853 1.29548 -0.42743
H -0.09546 2.19671 1.55086
H -0.07810 0.58159 2.29977
H 1.44281 1.40748 1.88199
H 1.30886 -1.12026 1.10504
H 2.06775 -2.26115 -0.64477
*
```

---

Q: What is the formula in the fifth record?
A: C43H70N12O5

---

Q: Which of these has the lowest max |F|?
A: C5H6O2

---

Q: The highest max |F| belongs to which entry?
A: C28H28Cl9N6O4V